[1]
This record from the Open Molecules 2025 dataset describes 2 unconnected molecules or ions with the total composition C4H8O2. The level of theory is ωB97M-V/def2-TZVPD.

- ΔE to the lowest compared entry with this formula, charge and spin (kJ/mol) = 192.41
- max |F| (eV/Å) = 0.87
- SMILES = C=CC(=C)O.O
- HOMO level (Ha) = -0.332
- E (Ha) = -307.63914

CARTESIAN COORDINATES (ANGSTROEM)
C 1.52 0.69 0.76
C 1.17 -0.48 0.25
C -0.21 -0.92 0.00
C -0.49 -1.97 -0.77
O -1.21 -0.10 0.48
H 0.80 1.41 1.10
H 2.57 0.87 0.83
H 1.88 -1.24 -0.05
H -1.43 -2.12 -1.27
H 0.31 -2.61 -1.10
H -2.01 -0.64 0.45
O -1.05 2.73 -0.41
H -0.38 2.07 -0.63
H -1.48 2.30 0.35

***

[2]
This record from the Open Molecules 2025 dataset describes 2 unconnected molecules or ions with the total composition C4H8O2. The level of theory is ωB97M-V/def2-TZVPD.

- ΔE to the lowest compared entry with this formula, charge and spin (kJ/mol) = 218.78
- max |F| (eV/Å) = 0.47
- SMILES = CCC=O.C=O
- HOMO level (Ha) = -0.362
- E (Ha) = -307.62910

CARTESIAN COORDINATES (ANGSTROEM)
C -0.06 -1.01 -1.86
C 0.58 -0.17 -0.73
C -0.62 0.53 -0.17
O -1.40 0.01 0.59
H 0.51 -0.96 -2.79
H -0.14 -2.06 -1.56
H -1.08 -0.69 -2.10
H 1.06 -0.79 0.04
H 1.33 0.55 -1.08
H -0.83 1.53 -0.62
C 0.05 0.65 2.60
O -0.56 1.53 3.13
H 0.85 0.87 1.84
H -0.11 -0.43 2.80

***

[3]
This record from the Open Molecules 2025 dataset describes C4H8O2 in the gas phase. The level of theory is ωB97M-V/def2-TZVPD.

- ΔE to the lowest compared entry with this formula, charge and spin (kJ/mol) = 112.85
- max |F| (eV/Å) = 0.36
- SMILES = O[C@H]1CCOC1
- HOMO level (Ha) = -0.360
- E (Ha) = -307.66945

CARTESIAN COORDINATES (ANGSTROEM)
O -0.31 0.18 -1.99
C -0.73 -0.22 -0.70
C 0.34 -1.07 0.02
C 1.05 -0.05 0.95
O 0.51 1.22 0.61
C -0.84 0.98 0.24
H 0.44 0.78 -1.86
H -1.67 -0.76 -0.84
H 1.02 -1.51 -0.72
H -0.11 -1.89 0.59
H 2.13 -0.01 0.82
H 0.83 -0.27 2.01
H -1.45 0.74 1.13
H -1.23 1.87 -0.25

***

| no. | LUMO energy (Eh) |
| --- | --- |
| 1 | 0.0230 |
| 2 | 0.0302 |
| 3 | 0.0362 |